Molecular formula: C22H18F8N8O2S2SbTi
Method: DFT, ωB97M-V/def2-TZVPD

Output
Kohn-Sham gap (alpha / beta): 0.24442 / 0.19689 hartree
Total charge: +2
HOMO (alpha / beta): -14.18 / -14.19 eV
Spin multiplicity: 2

```
62
Properties=species:S:1:pos:R:3:mulliken_charge:R:1
Ti 0.6935 -0.1212 0.2580 -0.78
O -1.5351 -3.7393 1.3648 -0.68
C -2.7400 -3.1950 1.4242 0.67
C -3.7903 -4.0005 1.8743 -0.91
C -5.0470 -3.4676 1.9907 -0.34
C -5.3152 -2.1166 1.6669 -0.81
C -4.3097 -1.3166 1.2216 -0.62
C -2.9899 -1.8297 1.0673 0.65
C -1.9478 -0.9891 0.6047 0.46
O -0.7409 -1.4349 0.3638 0.32
N -2.2027 0.3164 0.4131 -0.81
N -1.1187 1.0086 0.0582 0.95
C -1.4020 2.3231 -0.0919 0.02
S -2.9935 2.8933 0.1628 0.09
C -2.5452 4.6477 0.0065 -0.60
C -1.4078 4.7558 -0.9837 -0.65
S -0.2165 3.4319 -0.6062 0.20
H -0.8860 -3.0638 1.0990 0.12
H -3.5766 -5.0261 2.1374 0.54
H -5.8545 -4.0929 2.3481 0.43
H -6.3172 -1.7298 1.7799 0.47
H -4.4904 -0.2818 0.9728 0.52
H -2.2632 5.0054 0.9966 0.35
H -3.4277 5.1873 -0.3331 0.44
H -0.8783 5.7031 -0.8976 0.44
H -1.7406 4.6197 -2.0128 0.33
F 4.4246 3.7383 0.0928 -0.32
C 3.6258 2.9484 -0.6181 0.17
C 2.7862 2.0698 0.0492 -0.72
C 1.9509 1.2466 -0.6988 1.14
C 1.9696 1.2954 -2.0997 0.07
C 2.8218 2.2092 -2.7148 0.82
F 2.8662 2.3042 -4.0470 -0.32
C 3.6528 3.0467 -1.9958 -0.86
C 1.0902 0.3421 -2.7819 0.33
C 0.9617 0.1954 -4.1595 -1.35
C 0.1167 -0.7746 -4.6662 -0.48
C -0.5859 -1.5847 -3.7883 -1.06
C -0.4183 -1.3836 -2.4347 -0.36
N 0.3945 -0.4441 -1.9272 0.97
H 2.8026 2.0665 1.1301 0.57
H 4.3088 3.7423 -2.5002 0.56
H 1.5240 0.8296 -4.8227 0.61
H 0.0136 -0.8983 -5.7356 0.48
H -1.2518 -2.3602 -4.1364 0.50
H -0.9476 -2.0007 -1.7258 0.66
F 0.9423 0.9263 1.7875 -0.28
Sb 0.7704 0.2598 3.8899 2.24
F -0.1770 -1.0565 2.8807 -0.73
F -0.7272 1.3735 3.7530 -0.56
F 0.3973 -0.4873 5.5339 -0.47
F 1.8632 1.7252 4.2419 -0.50
F 2.3163 -0.7211 3.4264 -0.60
N 5.0787 -2.1425 1.4789 -0.59
N 3.8384 -2.2557 0.9247 0.90
N 3.3833 -3.3984 0.4467 -0.94
C 2.2110 -3.0489 -0.0395 -0.24
N 1.9921 -1.7377 0.1377 0.49
N 3.0653 -1.2457 0.7558 -0.03
H 5.3980 -3.0644 1.7556 0.34
H 5.0549 -1.4699 2.2388 0.29
H 1.5301 -3.7326 -0.5170 0.50
```

Molecular formula: C22H18IN4O2STi
Method: DFT, ωB97M-V/def2-TZVPD

Output
Kohn-Sham gap (alpha / beta): 0.24948 / 0.25952 hartree
Total charge: 0
HOMO (alpha / beta): -7.23 / -7.51 eV
Spin multiplicity: 2

```
49
Properties=species:S:1:pos:R:3:mulliken_charge:R:1
Ti 0.3634 0.5414 0.1095 0.29
O 0.3085 2.1759 1.1594 -0.46
C -0.2711 2.5561 2.2744 0.58
C -0.2537 3.9154 2.6337 -0.61
C -0.8297 4.3547 3.8015 -0.43
C -1.4620 3.4555 4.6747 -0.72
C -1.5010 2.1279 4.3306 -0.82
C -0.9242 1.6543 3.1389 0.58
C -1.0605 0.2508 2.8271 -0.12
N -0.6596 -0.3257 1.7544 0.36
C -0.9432 -1.7539 1.5710 -0.81
C -1.1696 -1.9472 0.0772 -0.79
N -0.0090 -1.3546 -0.5854 0.39
C 0.7749 -2.2393 -1.2191 -0.47
C 2.2077 -1.9280 -1.4440 0.09
C 2.9922 -2.7876 -2.2181 -0.40
C 4.3521 -2.6125 -2.3505 -0.80
C 4.9630 -1.5486 -1.6857 -0.46
C 4.2110 -0.6958 -0.9087 -0.60
C 2.8260 -0.8632 -0.7695 0.35
O 2.1746 0.0037 0.0056 -0.55
H 0.2446 4.6027 1.9618 0.45
H -0.7911 5.4077 4.0503 0.38
H -1.9090 3.8022 5.5955 0.40
H -1.9875 1.4077 4.9802 0.34
H -1.5790 -0.3556 3.5742 0.23
H -1.7905 -2.0866 2.1780 0.46
H -0.0595 -2.3242 1.8664 0.28
H -2.0956 -1.4479 -0.2276 0.20
H -1.2922 -3.0083 -0.1537 0.51
H 0.5955 -3.2868 -0.9842 0.46
H 2.4944 -3.5939 -2.7424 0.43
H 4.9314 -3.2836 -2.9694 0.39
H 6.0294 -1.3840 -1.7774 0.38
H 4.6651 0.1324 -0.3792 0.44
I 0.8415 2.0925 -2.5950 0.06
C -1.1470 2.2387 -1.9801 0.32
C -2.0280 3.1172 -2.5841 -0.73
C -3.3299 3.1345 -2.1108 -0.15
C -3.6832 2.3010 -1.0584 -1.05
C -2.7157 1.4867 -0.5016 -0.02
N -1.4577 1.4543 -0.9539 0.36
H -1.7029 3.7497 -3.3960 0.42
H -4.0599 3.7976 -2.5563 0.39
H -4.6898 2.2931 -0.6661 0.41
H -2.9327 0.8472 0.3444 0.37
S -0.1325 -2.6643 -3.2890 -0.33
C 0.6967 -1.4911 -4.1322 0.50
N 1.2961 -0.6778 -4.7006 -0.53
```

Molecular formula: C22H19AuBF4N5O2
Method: DFT, ωB97M-V/def2-TZVPD

Output
Kohn-Sham gap (alpha / beta): 0.29554 / 0.27369 hartree
Total charge: 0
HOMO (alpha / beta): -8.54 / -9.72 eV
Spin multiplicity: 3

```
54
Properties=species:S:1:pos:R:3:mulliken_charge:R:1
Au 1.0347 -0.1585 -2.5853 1.12
C 4.5523 1.6819 -4.5350 -1.29
C 3.1899 1.5865 -3.8987 0.99
O 2.6278 0.4765 -3.9410 -0.72
C 2.6726 2.7841 -3.3120 -1.08
C 1.4798 2.9823 -2.6458 1.02
C 1.0860 4.3588 -2.1917 -1.15
N 0.6185 1.9845 -2.3794 0.27
N -0.4804 2.2305 -1.7308 -0.65
C -1.3666 1.1847 -1.6278 0.30
O -1.3389 0.2127 -2.3910 -0.63
C -2.3257 1.2648 -0.5052 0.44
C -3.3073 0.2809 -0.3984 -0.40
C -4.1268 0.2401 0.7160 -0.65
C -3.9640 1.1724 1.7328 -0.39
C -2.9957 2.1616 1.6245 -0.73
C -2.1771 2.2118 0.5082 -0.11
H 4.7160 0.8204 -5.1770 0.37
H 5.3058 1.6694 -3.7440 0.30
H 4.6636 2.6053 -5.1005 0.38
H 3.2944 3.6604 -3.4279 0.28
H 1.8768 5.0806 -2.3767 0.37
H 0.8399 4.3364 -1.1302 0.28
H 0.1819 4.6694 -2.7169 0.32
H -3.4002 -0.4468 -1.1940 0.50
H -4.8895 -0.5234 0.7958 0.42
H -4.5883 1.1208 2.6158 0.42
H -2.8747 2.8948 2.4118 0.41
H -1.4160 2.9728 0.4084 0.44
N -1.8661 -4.8618 6.7121 -0.50
C -1.5111 -4.2213 5.8264 0.02
C -1.0543 -3.4011 4.7448 0.53
C -0.8279 -2.0441 4.9758 -0.89
C -0.3725 -1.2342 3.9542 -0.51
C -0.1269 -1.7839 2.7017 0.69
C -0.3586 -3.1327 2.4576 -0.33
C -0.8280 -3.9375 3.4789 -0.98
N 0.3720 -0.9686 1.6553 0.45
C 1.2596 0.0816 1.7934 -0.27
C 1.5351 0.5102 0.5341 -1.07
N 0.8267 -0.2591 -0.3583 0.14
C 0.1502 -1.1404 0.3375 -0.69
H -1.0194 -1.6294 5.9558 0.44
H -0.2352 -0.1745 4.1213 0.43
H -0.1577 -3.5491 1.4767 0.73
H -1.0076 -4.9882 3.2987 0.47
H 1.6385 0.4062 2.7451 0.49
H 2.1814 1.3094 0.2117 0.48
H -0.5080 -1.8815 -0.0846 0.68
F 1.7233 -4.5654 -2.1437 -0.32
B 0.5917 -3.7871 -2.0675 0.13
F 0.1442 -3.6641 -0.7339 -0.24
F -0.4250 -4.1895 -2.9011 -0.33
F 0.9869 -2.4097 -2.4960 -0.35
```

Energy relative to the best compared isomer or geometry (same formula, charge and spin) / kcal/mol: 14.37 41.08 29.71